(1)
ORCA calculation (ωB97M-V/def2-TZVPD) on 8 unconnected molecules or ions with the total composition C24H40BrN8O6S2 at a distorted geometry.

Each line ends with the Löwdin charge.
Cartesian coordinates (Å):
Br: 2.98 0.03 -2.53  0.558
S: -0.44 3.80 1.46  0.646
S: 1.78 1.93 1.23  0.670
O: -1.12 4.61 2.63  -0.453
O: 2.86 3.04 0.93  -0.450
O: 0.43 4.84 0.69  -0.445
O: 2.55 0.86 2.11  -0.460
O: -3.05 -0.75 2.62  -0.135
O: -1.91 -2.19 4.32  -0.076
N: 4.21 0.16 -6.13  0.086
N: -2.12 -2.75 -0.75  0.133
N: 8.01 3.89 0.72  0.053
N: -3.16 3.34 -2.85  0.096
N: 0.48 2.52 2.23  -0.350
N: 0.56 -5.26 -4.53  0.092
N: 0.31 -3.68 1.41  0.102
N: -6.11 -2.51 1.77  0.091
C: -1.98 -1.02 3.63  -0.266
C: 1.24 1.22 -0.42  -0.296
C: 6.97 4.28 1.31  -0.215
C: 0.70 -1.32 -0.97  -0.182
C: -4.03 1.38 0.50  -0.202
C: 1.40 -3.35 1.96  -0.187
C: -2.61 4.45 -3.10  -0.198
C: -5.79 -3.14 2.82  -0.202
C: -2.02 -3.00 -1.98  -0.147
C: 5.72 4.75 2.03  -0.075
C: -1.91 -3.30 -3.47  -0.068
C: -1.95 5.78 -3.40  -0.074
C: 1.92 -0.22 -0.80  -0.671
C: 6.61 0.89 -4.93  -0.082
C: -0.84 0.10 3.96  -0.036
C: -3.01 2.33 1.36  -0.212
C: -5.41 -3.89 4.08  -0.082
C: 1.25 -6.65 -2.22  -0.070
C: 2.71 -2.95 2.62  -0.062
C: -1.90 3.15 0.42  -0.254
C: 5.30 0.49 -5.59  -0.228
C: 0.87 -5.89 -3.48  -0.185
C: -3.45 -0.11 0.12  -0.178
C: -2.48 -0.79 1.25  -0.219
H: 3.54 -3.51 2.17  0.073
H: 0.48 -7.39 -1.98  0.077
H: -6.18 -4.64 4.32  0.067
H: 0.32 -1.76 0.05  0.038
H: 7.44 0.32 -5.38  0.072
H: -2.07 -2.39 -4.05  0.080
H: -0.22 -0.09 4.94  0.096
H: -1.56 2.55 -0.52  0.078
H: -0.91 -3.70 -3.69  0.018
H: -1.91 6.39 -2.49  0.079
H: -1.38 -0.36 1.18  0.114
H: 1.34 -5.95 -1.38  0.073
H: 4.99 3.93 2.09  0.060
H: -0.07 0.07 3.05  0.069
H: -2.50 1.80 2.29  0.091
H: 2.89 -1.88 2.47  0.061
H: 6.79 1.95 -5.08  0.076
H: -2.89 -0.17 -0.92  0.102
H: -2.66 -4.04 -3.76  0.077
H: -4.40 -0.82 0.03  0.107
H: 6.57 0.67 -3.86  0.074
H: 5.27 5.58 1.49  0.080
H: 0.99 -2.22 -1.67  0.077
H: -5.33 -3.20 4.92  0.076
H: 0.07 1.10 -0.46  0.080
H: -2.53 6.32 -4.16  0.071
H: -2.40 -1.95 0.98  0.078
H: -0.26 -0.83 -1.48  0.078
H: 2.21 -7.15 -2.36  0.075
H: -5.05 1.27 1.10  0.119
H: -2.46 4.14 0.06  0.109
H: -3.69 3.19 1.84  0.122
H: 1.58 1.99 -1.27  0.101
H: 2.70 -0.63 -0.03  0.088
H: 2.67 -3.16 3.69  0.077
H: -4.46 -4.40 3.94  0.076
H: 5.96 5.08 3.04  0.071
H: -1.27 1.21 4.06  0.095
H: -4.28 1.96 -0.50  0.100
H: -0.93 5.63 -3.76  0.078

Results
LUMO energy, eV: 1.97
HOMO, eV: -6.361
Charge: -1

(2)
ORCA calculation (ωB97M-V/def2-TZVPD) on a molecular structure, C24H40Cl4IrN4O2 at a distorted geometry.

Each line ends with the Löwdin charge.
Cartesian coordinates (Å):
Ir: 1.57 1.04 0.35  0.957
Cl: 3.29 3.88 -2.12  0.461
Cl: 0.40 4.19 -2.02  0.573
Cl: 0.05 -0.07 1.60  -0.156
Cl: 1.64 3.48 -4.52  0.590
O: 2.44 0.99 -3.08  0.009
O: 0.88 1.41 -1.44  -0.351
N: 3.57 2.69 1.76  -0.009
N: -4.94 -1.45 -0.70  -0.067
N: 4.42 0.92 0.82  -0.019
N: -4.06 -3.30 -1.32  -0.060
C: 3.47 -1.28 0.39  -0.059
C: 1.73 1.74 -2.42  -0.745
C: -3.74 -5.54 -2.20  -0.242
C: -3.76 -2.09 -0.80  -0.007
C: 3.47 4.67 3.17  -0.177
C: -5.43 -3.42 -1.52  -0.162
C: 2.65 3.64 2.41  -0.587
C: -4.77 -0.33 1.43  -0.062
C: 4.82 -0.09 -1.36  -0.033
C: 4.63 -0.36 0.12  -0.577
C: 1.81 4.37 1.39  -0.073
C: 1.75 3.29 -2.77  -1.518
C: 4.91 2.88 1.66  -0.115
C: 5.94 -0.95 0.60  -0.088
C: -6.52 0.33 -0.21  -0.129
C: -5.98 -2.26 -1.13  -0.146
C: -5.09 -0.15 -0.05  -0.604
C: -2.63 -4.81 -0.10  -0.098
C: -1.90 -3.82 -2.26  -0.075
C: 3.22 1.48 1.19  -0.348
C: -4.09 0.80 -0.67  -0.057
C: 1.77 2.89 3.39  -0.062
C: -3.08 -4.37 -1.49  -0.604
C: 5.44 1.80 1.07  -0.108
H: -1.86 -5.58 -0.21  0.068
H: -4.19 1.77 -0.17  0.078
H: -4.10 -5.26 -3.20  0.051
H: 5.40 3.78 1.97  0.057
H: 3.43 -1.53 1.46  0.097
H: -4.29 0.95 -1.73  0.083
H: 6.45 1.63 0.78  0.081
H: 5.97 -1.08 1.68  0.082
H: 6.81 -0.37 0.29  0.064
H: -2.99 -6.33 -2.32  0.057
H: 1.11 2.16 2.91  0.017
H: -3.06 0.44 -0.54  0.071
H: -4.56 -5.97 -1.60  0.035
H: -5.92 -4.27 -1.94  0.050
H: 4.95 -1.05 -1.88  0.097
H: 1.22 3.69 0.77  0.029
H: 5.71 0.52 -1.55  0.086
H: -1.48 -2.94 -1.76  0.071
H: 1.15 3.63 3.92  0.087
H: -2.22 -3.97 0.47  0.076
H: -4.87 0.65 1.92  0.076
H: 2.47 4.96 0.74  0.071
H: -2.19 -3.56 -3.28  0.077
H: -6.79 0.44 -1.27  0.075
H: -6.60 1.31 0.27  0.076
H: 2.48 -0.87 0.05  0.017
H: -3.46 -5.26 0.45  0.064
H: -7.22 -0.35 0.30  0.064
H: 2.79 5.37 3.67  0.079
H: 3.95 0.40 -1.80  0.050
H: -1.14 -4.61 -2.32  0.073
H: 6.07 -1.95 0.16  0.088
H: 4.09 5.27 2.48  0.042
H: 3.62 -2.20 -0.19  0.097
H: -5.49 -1.01 1.90  0.076
H: 2.38 2.39 4.13  0.084
H: 4.11 4.21 3.94  0.065
H: -3.75 -0.70 1.58  0.077
H: 1.13 5.04 1.93  0.092
H: -7.01 -1.98 -1.16  0.064

Results
2S+1: 6
LUMO energy (alpha / beta), eV: 3.81 / 2.62
HOMO (alpha / beta), eV: 2.397 / -3.772
Charge: -2
<S²>: 8.767

(3)
ORCA calculation (ωB97M-V/def2-TZVPD) on 7 unconnected molecules or ions with the total composition C24H40FO16S2 at a distorted geometry.

Each line ends with the Löwdin charge.
Cartesian coordinates (Å):
S: 3.11 3.07 0.34  0.691
S: -1.83 -3.72 3.66  0.672
F: -0.47 -0.29 -0.32  -0.602
O: -5.42 3.16 2.88  0.088
O: -2.82 -5.50 -1.73  0.084
O: -2.30 -4.87 4.31  -0.305
O: 4.52 -2.50 -4.52  0.160
O: -4.19 1.98 1.42  0.099
O: 4.09 -0.70 -3.38  0.101
O: 2.81 -2.50 -3.07  0.070
O: -1.70 -3.56 -2.30  0.045
O: -0.14 2.35 -3.55  0.119
O: -3.21 2.92 3.09  0.100
O: 3.74 2.58 -0.86  -0.298
O: -1.22 3.44 -5.10  0.128
O: -1.94 -2.32 4.31  -0.390
O: 2.20 4.22 0.33  -0.324
O: -0.37 4.51 -3.39  0.114
O: -3.86 -3.47 -1.67  0.031
C: -0.15 -3.91 3.47  -0.264
C: 0.07 4.07 -2.05  -0.214
C: -2.30 -3.56 1.97  -0.228
C: -0.67 4.61 -0.78  -0.020
C: -2.13 -2.18 -2.59  -0.314
C: 0.07 2.48 -2.11  -0.005
C: 2.24 1.67 1.05  -0.174
C: -2.11 2.31 2.50  -0.259
C: 4.23 3.22 1.65  -0.197
C: -4.32 2.70 2.52  -0.615
C: 4.38 1.80 2.35  -0.155
C: 2.32 -2.19 -0.69  -0.065
C: -2.83 -4.27 -1.90  -0.532
C: 0.18 -3.53 2.00  -0.216
C: -3.57 -2.15 -2.13  -0.117
C: 2.98 1.15 2.32  -0.147
C: 3.31 -0.30 -2.26  -0.123
C: -0.57 3.44 -4.09  -0.685
C: 2.39 -1.45 -2.05  -0.259
C: -2.03 -1.88 -4.13  -0.024
C: -1.03 -2.92 1.33  -0.235
C: -2.85 1.83 1.18  -0.136
C: 3.81 -1.93 -3.77  -0.627
C: -1.70 1.07 3.39  -0.016
H: -3.14 -2.95 1.83  0.083
H: 3.25 0.13 2.34  0.110
H: -1.29 -1.85 1.42  0.087
H: 2.21 0.96 0.10  0.132
H: 0.44 -3.32 4.28  0.150
H: -2.56 0.69 3.90  0.062
H: -2.47 -4.64 1.62  0.140
H: -0.94 0.25 2.85  0.142
H: 0.96 2.23 -1.90  0.039
H: 1.50 -1.61 -0.21  0.039
H: -0.88 -1.86 -4.20  0.101
H: -0.28 4.09 0.06  0.028
H: 4.97 1.87 3.29  0.122
H: 0.63 -4.48 1.52  0.136
H: -1.40 3.09 2.13  0.150
H: 1.92 -3.23 -0.76  0.079
H: 2.55 1.68 3.06  0.074
H: -2.53 -0.93 -4.52  0.102
H: -0.94 -3.23 0.20  0.142
H: -4.48 -1.87 -2.90  0.174
H: -0.01 -4.91 3.61  0.054
H: 1.37 1.93 1.32  0.009
H: 1.14 4.33 -2.01  0.134
H: 3.76 3.99 2.24  0.118
H: -1.58 -1.50 -1.96  0.099
H: -0.40 2.07 -1.41  0.031
H: 3.72 0.19 -1.47  0.065
H: -0.25 5.72 -0.84  0.125
H: -1.77 4.70 -0.83  0.083
H: -3.83 -1.48 -1.11  0.178
H: 5.05 1.17 1.79  0.102
H: 3.34 -2.26 -0.03  0.127
H: -2.52 -2.63 -4.76  0.074
H: -2.44 0.71 0.79  0.167
H: -2.52 2.35 0.33  0.081
H: 2.74 0.65 -2.45  0.129
H: 4.92 3.48 1.12  -0.009
H: 1.03 -2.73 1.88  0.124
H: 1.20 -1.16 -2.26  0.190
H: -1.14 1.42 4.29  0.071

Results
Energy relative to the best compared isomer or geometry (same formula, charge and spin), eV: 1.0687
LUMO energy, eV: 1.71
HOMO, eV: -6.990
Charge: -1